216
Properties=species:S:1:pos:R:3 method="wB97M-V/def2-TZVPD" homo_lumo_gap_ev="1.25 / 8.13" total_charge=-1 multiplicity=2 de_lowest_ev=0.7557 energy_ha=-3984.962114
C -5.243 0.745 3.531
O -4.557 1.847 2.876
C -4.358 2.939 3.716
C -3.448 3.958 2.914
N -4.102 4.743 1.832
C -4.713 3.879 0.818
C -4.794 4.461 -0.611
O -3.484 5.015 -0.998
C -3.465 5.460 -2.349
H -6.298 0.973 3.684
H -4.894 0.557 4.546
H -5.058 -0.205 3.030
H -3.805 2.640 4.606
H -5.230 3.526 4.002
H -2.600 3.384 2.541
H -3.014 4.680 3.607
H -3.427 5.364 1.409
H -5.693 3.516 1.127
H -4.015 3.051 0.697
H -5.605 5.184 -0.696
H -5.065 3.683 -1.324
H -4.118 6.327 -2.450
H -3.885 4.696 -3.004
H -2.467 5.646 -2.747
C 0.819 1.418 -4.948
O 0.178 1.902 -3.784
C -0.418 0.828 -3.024
C -1.007 1.329 -1.654
N -1.752 0.262 -1.002
C -2.170 0.489 0.352
C -2.583 -0.832 1.048
O -1.453 -1.698 1.285
C -1.630 -2.581 2.351
H 0.147 0.853 -5.593
H 1.623 0.729 -4.688
H 1.226 2.243 -5.534
H 0.218 -0.028 -2.802
H -1.236 0.486 -3.658
H -1.740 2.127 -1.766
H -0.105 1.622 -1.116
H -1.336 -0.645 -1.156
H -2.902 1.295 0.393
H -1.238 0.826 0.805
H -3.313 -1.302 0.389
H -3.089 -0.520 1.961
H -1.671 -2.077 3.316
H -0.783 -3.252 2.488
H -2.564 -3.121 2.193
C 11.066 -1.085 -6.052
O 9.831 -0.866 -5.421
C 8.666 -1.246 -6.191
C 7.363 -0.855 -5.406
N 7.397 -1.740 -4.230
C 6.132 -1.507 -3.515
C 6.204 -0.227 -2.671
O 5.016 0.558 -2.527
C 4.528 1.093 -3.760
H 11.907 -1.103 -5.357
H 11.264 -0.323 -6.806
H 11.077 -1.988 -6.662
H 8.604 -2.334 -6.218
H 8.653 -0.734 -7.153
H 6.498 -1.188 -5.980
H 7.405 0.208 -5.169
H 8.276 -1.738 -3.733
H 6.101 -2.381 -2.864
H 5.239 -1.613 -4.132
H 7.085 0.392 -2.841
H 6.433 -0.570 -1.661
H 5.224 1.788 -4.230
H 3.582 1.617 -3.620
H 4.388 0.322 -4.519
C -6.299 1.367 -6.793
O -5.319 1.402 -5.789
C -5.590 0.421 -4.839
C -4.539 0.629 -3.673
N -4.284 -0.605 -2.933
C -3.746 -1.680 -3.768
C -3.373 -2.794 -2.815
O -2.138 -2.573 -2.149
C -1.817 -3.522 -1.166
H -6.463 0.400 -7.269
H -5.853 2.077 -7.489
H -7.211 1.819 -6.403
H -5.366 -0.534 -5.314
H -6.616 0.323 -4.485
H -4.796 1.336 -2.884
H -3.567 0.962 -4.034
H -3.663 -0.557 -2.139
H -2.911 -1.363 -4.393
H -4.557 -2.162 -4.314
H -3.279 -3.750 -3.332
H -4.160 -2.914 -2.071
H -1.678 -4.528 -1.562
H -2.518 -3.525 -0.331
H -0.887 -3.224 -0.682
C 0.678 4.445 1.562
O 1.681 3.815 0.816
C 1.761 2.417 0.982
C 2.646 1.918 -0.206
N 3.152 0.496 -0.051
C 2.061 -0.458 0.049
C 2.521 -1.887 0.043
O 3.312 -2.334 -1.096
C 2.562 -2.494 -2.293
H 0.762 5.529 1.477
H 0.812 4.312 2.635
H -0.344 4.265 1.230
H 0.730 2.065 0.959
H 2.145 2.244 1.988
H 3.534 2.548 -0.264
H 2.234 1.958 -1.213
H 3.804 0.394 -0.815
H 1.399 -0.284 -0.800
H 1.482 -0.356 0.967
H 1.695 -2.598 0.064
H 3.243 -1.949 0.857
H 2.027 -1.621 -2.667
H 1.905 -3.362 -2.242
H 3.314 -2.822 -3.011
C -2.124 -7.934 1.738
O -0.772 -7.487 1.981
C -0.681 -6.104 2.350
C 0.575 -5.743 3.233
N 1.739 -5.284 2.421
C 2.783 -4.790 3.324
C 4.143 -4.677 2.608
O 4.611 -5.896 2.040
C 4.952 -6.829 3.059
H -2.640 -7.700 2.669
H -2.274 -9.008 1.624
H -2.625 -7.555 0.847
H -1.595 -5.794 2.856
H -0.677 -5.489 1.451
H 0.790 -6.440 4.043
H 0.319 -4.788 3.692
H 2.098 -5.946 1.748
H 2.867 -5.406 4.219
H 2.521 -3.782 3.648
H 4.890 -4.340 3.327
H 4.028 -3.900 1.853
H 4.097 -7.008 3.712
H 5.790 -6.454 3.648
H 5.306 -7.754 2.604
C 0.134 -2.548 -5.167
O 0.792 -1.592 -5.975
C 2.133 -1.871 -6.242
C 2.659 -0.761 -7.128
N 4.137 -0.740 -6.994
C 4.842 0.262 -7.836
C 4.279 1.686 -7.804
O 3.169 1.724 -8.665
C 2.378 2.859 -8.517
H -0.917 -2.258 -5.168
H 0.600 -2.465 -4.186
H 0.172 -3.528 -5.643
H 2.202 -2.864 -6.686
H 2.643 -1.828 -5.280
H 2.177 0.149 -6.770
H 2.320 -0.814 -8.162
H 4.356 -1.687 -7.265
H 4.931 -0.119 -8.853
H 5.888 0.310 -7.534
H 5.015 2.449 -8.058
H 3.945 1.931 -6.796
H 1.767 2.872 -7.614
H 1.740 2.872 -9.400
H 3.106 3.670 -8.519
C 0.857 7.776 3.906
O 0.583 6.506 4.476
C -0.841 6.285 4.758
C -1.032 4.977 5.600
N -0.760 3.921 4.666
C -0.868 2.693 5.471
C -0.560 1.413 4.649
O 0.773 1.307 4.387
C 0.972 -0.029 3.772
H 0.686 8.590 4.609
H 0.336 7.988 2.972
H 1.925 7.920 3.739
H -1.431 6.275 3.842
H -1.233 7.095 5.374
H -2.068 4.835 5.908
H -0.364 4.962 6.462
H 0.156 3.993 4.245
H -1.876 2.404 5.769
H -0.282 2.823 6.381
H -1.159 1.375 3.738
H -0.843 0.546 5.245
H 0.721 -0.897 4.382
H 2.044 -0.123 3.600
H 0.448 -0.179 2.828
C -4.479 -3.969 8.980
O -3.720 -2.798 8.540
C -4.183 -2.401 7.233
C -3.171 -1.386 6.559
N -3.311 0.021 6.926
C -3.223 0.222 8.343
C -3.471 1.748 8.582
O -4.723 2.124 8.068
C -4.831 3.554 7.991
H -5.538 -3.815 8.770
H -4.404 -4.016 10.066
H -4.077 -4.867 8.511
H -5.185 -1.975 7.180
H -4.369 -3.248 6.572
H -3.170 -1.542 5.480
H -2.195 -1.793 6.824
H -4.203 0.361 6.597
H -2.232 -0.056 8.703
H -3.993 -0.370 8.836
H -2.669 2.408 8.250
H -3.383 1.855 9.663
H -4.317 3.840 7.074
H -4.356 4.040 8.844
H -5.876 3.864 7.954